(1)
Entry from the Open Molecules 2025 dataset: a single C5H12N2O molecule at a distorted geometry (wB97M-V/def2-TZVPD).

CARTESIAN COORDINATES (ANGSTROEM)
H: 0.351 -1.159 1.238
N: -1.533 0.107 1.125
N: 1.312 0.415 -0.445
H: 1.559 1.786 -2.049
C: -2.933 -0.465 1.270
H: -2.950 -1.455 1.818
C: 2.311 -0.539 -0.878
H: -1.033 -1.901 0.497
H: 2.387 2.386 -0.744
H: -1.263 0.517 1.963
H: -3.509 0.238 1.950
C: -0.541 -0.837 0.631
H: 0.820 2.463 -0.854
H: 2.208 -0.927 -1.847
H: -3.558 -0.569 0.383
H: 2.185 -1.306 -0.043
O: -0.718 -0.144 -1.643
H: 3.394 -0.116 -0.670
C: -0.010 -0.221 -0.633
C: 1.521 1.726 -1.068

Output
- Energy relative to the best compared isomer or geometry (same formula, charge and spin): 85.8 kcal per mole
- Largest force on an atom: 5.19 eV/Å
- LUMO: 1.01 eV
- SMILES: CNCC(=O)N(C)C
- E_HOMO: -9.07 eV
- Total charge: 0
- HOMO-LUMO gap: 0.3704 hartree

---

(2)
Entry from the Open Molecules 2025 dataset: 2 unconnected molecules or ions with the total composition CH3N2S at a distorted geometry (wB97M-V/def2-TZVPD).

CARTESIAN COORDINATES (ANGSTROEM)
N: 0.434 1.098 0.599
H: 0.144 0.045 2.706
C: 0.033 0.376 -0.397
H: -0.636 -1.208 -1.459
S: 0.292 2.030 -0.893
H: -0.067 -1.511 0.120
N: -0.199 -0.829 -0.675

Output
- Energy relative to the best compared isomer or geometry (same formula, charge and spin): 83.8 kcal per mole
- Largest force on an atom: 3.77 eV/Å
- LUMO (spin up / spin down): -5.69 / -7.99 eV
- E_HOMO (spin up / spin down): -15.77 / -14.48 eV
- Total charge: +1
- HOMO-LUMO gap (spin up / spin down): 0.3706 / 0.2386 hartree

---

(3)
Entry from the Open Molecules 2025 dataset: a molecular structure, C35H32AsBrGeNO4STc at a distorted geometry (wB97M-V/def2-TZVPD).

CARTESIAN COORDINATES (ANGSTROEM)
H: -3.337 -0.407 0.378
H: -4.156 2.700 -4.561
C: 6.642 -2.751 -1.152
As: -3.413 -2.541 -0.917
O: 7.820 -0.215 -1.252
C: -2.872 3.503 3.565
H: -4.459 2.321 2.759
H: -3.239 1.578 0.783
H: -3.475 3.960 4.347
C: 2.498 -2.477 -0.146
H: -3.110 -2.502 -3.403
H: -0.170 0.540 4.951
C: 3.379 3.449 -0.537
H: 1.817 3.623 0.873
C: 0.046 -2.848 4.322
C: 2.149 3.090 -0.023
H: -5.015 -0.786 -0.089
Ge: -0.498 1.890 -0.213
H: -4.956 -4.232 0.184
C: -0.249 -0.420 3.018
C: -2.724 2.160 1.563
H: -4.492 -1.508 -2.896
C: 1.329 2.144 -0.654
C: 5.894 -3.927 -0.872
C: -0.034 -2.842 2.934
O: 1.807 -3.447 0.204
C: -0.055 -1.676 5.061
H: -4.251 4.198 -2.530
H: -4.240 -1.599 1.259
C: 4.654 -1.445 -0.690
H: 4.764 3.075 -2.187
C: -4.078 -1.207 0.290
C: -1.368 2.501 1.396
H: -2.456 1.018 -4.788
H: 0.269 3.578 2.296
H: -0.900 0.559 -3.002
C: -3.441 2.619 2.652
C: -4.639 -4.056 -0.823
H: -2.616 3.766 -0.695
C: -1.554 3.832 3.440
H: -1.123 4.549 4.138
C: 3.064 1.783 -2.269
H: -2.832 -0.877 -2.758
C: -2.628 3.129 -1.568
C: -2.568 1.547 -3.843
H: 7.653 -2.725 -1.496
C: -3.449 -1.775 -2.711
C: 4.550 -3.830 -0.555
H: -5.547 -3.892 -1.424
C: -0.463 -0.230 0.034
H: 3.921 -4.689 -0.339
Tc: 0.057 -1.782 0.363
C: -0.792 3.375 2.361
S: -1.423 -3.360 -0.509
H: 6.342 -4.920 -0.903
H: 0.007 -3.777 2.354
H: 4.175 -0.457 -0.725
N: 6.625 -0.262 -1.409
H: 0.251 -3.806 4.777
H: -4.103 -4.966 -1.178
C: 1.779 1.457 -1.793
O: 5.918 0.630 -1.812
H: -0.325 0.550 2.553
C: -3.553 3.334 -2.557
H: 1.201 0.692 -2.314
C: -3.563 2.518 -3.683
Br: 0.216 -1.710 6.914
O: 1.870 -1.284 -0.234
C: -0.199 -1.612 2.284
C: -0.152 -0.400 4.414
C: -1.629 1.332 -2.860
C: 3.832 2.786 -1.691
C: -1.681 2.072 -1.681
H: 3.400 1.274 -3.146
H: 3.992 4.249 -0.073
C: 5.962 -1.548 -1.057
C: 3.945 -2.588 -0.450

Output
- Energy relative to the best compared isomer or geometry (same formula, charge and spin): 5.3 kcal per mole
- Largest force on an atom: 2.00 eV/Å
- LUMO (spin up / spin down): -7.91 / -7.91 eV
- E_HOMO (spin up / spin down): -13.89 / -13.89 eV
- Total charge: +2
- HOMO-LUMO gap (spin up / spin down): 0.2200 / 0.2199 hartree

---

(4)
Entry from the Open Molecules 2025 dataset: a single C16H11Cl3O3 molecule (wB97M-V/def2-TZVPD).

CARTESIAN COORDINATES (ANGSTROEM)
H: 3.548 -1.762 -0.981
H: 3.433 2.712 1.087
C: 0.628 -1.630 -1.163
C: -0.870 -1.851 -1.117
H: -0.231 0.874 -1.029
Cl: -5.526 -0.223 0.350
C: 4.617 0.053 -0.640
C: 2.379 -0.366 0.143
Cl: -4.454 2.721 0.364
O: -1.364 -2.930 -1.340
C: 2.359 0.892 0.730
H: 5.501 -0.269 -1.167
H: 0.404 -0.787 0.841
C: 4.578 1.310 -0.055
C: 1.606 -2.535 0.963
H: -1.741 2.696 -0.413
C: 3.518 -0.778 -0.539
O: 2.199 -3.451 0.468
H: 1.483 1.220 1.271
C: 1.172 -1.272 0.234
H: 1.103 -2.550 -1.508
C: 3.452 1.734 0.633
Cl: 5.946 2.356 -0.182
C: -1.248 0.642 -0.755
H: 0.858 -0.833 -1.871
C: -3.415 1.422 -0.065
H: 1.584 -3.280 2.720
O: 1.278 -2.484 2.255
C: -2.096 1.677 -0.413
C: -3.041 -0.923 -0.419
C: -1.712 -0.674 -0.758
C: -3.890 0.110 -0.071
H: -3.397 -1.943 -0.432

Output
- Largest force on an atom: 0.69 eV/Å
- LUMO: -0.29 eV
- SMILES: O=C(C[C@@H](C(=O)O)c1ccc(Cl)cc1)c1ccc(Cl)c(Cl)c1
- E_HOMO: -9.35 eV
- Total charge: 0
- HOMO-LUMO gap: 0.3331 hartree

---

Look up the total charge of the first one. 0

---

Among the records above, which one has the highest total charge? C35H32AsBrGeNO4STc